21
Properties=species:S:1:pos:R:3:lowdin_spin:R:1 method="wB97M-V/def2-TZVPD" e_homo_ha="-0.831 / -0.830" relative_energy_kj_mol=210.0 energy_ev=-52409.10558 total_charge=+3 spin_multiplicity=4
H -0.57666 4.37892 -3.22427 0.00
H 1.01665 2.89467 -0.44341 0.00
C -1.44762 -1.19950 -0.75058 0.02
O 0.08840 -2.02195 2.63942 0.06
H 0.42492 4.39337 -1.09845 0.00
C 1.83834 -0.72011 -0.76992 0.08
C -1.06618 1.00087 0.95494 -0.01
C -0.05732 -1.40267 1.66245 -0.02
O -0.62447 1.50750 -1.83588 0.05
H -1.82339 3.13100 -3.47381 0.00
O 1.02399 -1.73476 -0.80170 0.11
O 2.19191 1.53068 0.10811 0.30
H 2.87290 -0.67570 -1.20559 0.03
C -1.27458 3.69415 -2.72463 0.01
O -2.12364 -1.77600 -1.49885 0.03
O -1.77089 1.76950 1.47328 0.09
C 1.64555 0.47059 -0.16261 0.16
Mn -0.14555 -0.36723 0.20237 2.09
N 0.29192 3.40542 -0.95641 0.00
H -2.00236 4.27172 -2.14087 0.00
C -0.51640 2.74873 -1.82355 0.00